(1)
Entry from the Open Molecules 2025 dataset: a gas-phase ion, C8H11N4 (charge +1) in a non-equilibrium geometry (ωB97M-V/def2-TZVPD).

Geometry (Å):
C (-4.3816, -0.8038, 0.1899)
C (-3.9090, 0.4510, 0.2940)
C (-0.7792, 1.8512, -0.1563)
C (1.3179, 0.4798, -0.4897)
C (-2.1073, -0.8107, -0.3005)
C (2.5405, -1.5148, 0.1544)
C (3.5937, 0.8303, 0.1327)
C (2.6281, -0.1342, -0.5084)
N (0.2792, 1.0207, -0.4064)
N (-1.9885, 1.6207, 0.0439)
N (-3.2052, -1.5473, -0.1649)
N (-2.5657, 0.4754, 0.0477)
H (-5.2975, -1.2549, 0.5927)
H (-4.4395, 1.3449, 0.5787)
H (-0.5651, 2.9573, 0.1319)
H (1.8978, -2.1962, -0.4545)
H (2.2166, -1.3878, 1.2315)
H (3.6043, -1.9370, 0.0204)
H (3.2764, 1.8010, 0.0230)
H (4.5492, 0.7433, -0.2079)
H (3.5979, 0.6293, 1.2060)
H (2.9129, -0.0977, -1.5554)
H (-3.1760, -2.5205, -0.4029)

Properties
Total charge   +1
Highest occupied orbital energy   -12.6 eV

***

(2)
Entry from the Open Molecules 2025 dataset: a gas-phase ion, C8H11N4 (charge +1) in a non-equilibrium geometry (ωB97M-V/def2-TZVPD).

Geometry (Å):
C (0.5298, 0.1271, -0.7762)
C (-4.6122, 0.3026, 0.9345)
C (-3.3279, 0.5091, 0.8004)
C (-4.2888, -0.3310, -1.0807)
C (1.8575, 0.3993, -0.8754)
C (-1.8449, -0.3158, -1.1501)
C (4.1967, 0.0294, -0.5496)
C (2.6972, -0.6220, 1.3316)
N (-0.6887, 0.1453, -0.4463)
N (-5.2167, -0.1457, -0.2438)
N (-2.9951, -0.0829, -0.4903)
N (2.8764, 0.0685, -0.0257)
H (-5.1551, 0.6317, 1.7962)
H (-2.5911, 0.8854, 1.5182)
H (-4.4173, -0.8422, -2.0556)
H (2.2975, 0.5703, -1.8398)
H (4.5808, 0.9664, -0.1548)
H (4.8682, -0.8861, -0.1201)
H (4.2908, -0.0552, -1.6731)
H (2.5380, -1.8202, 1.2953)
H (3.5752, -0.3208, 1.8633)
H (1.8158, -0.1189, 1.7862)
H (-0.9861, 0.9057, 0.1558)

Properties
Total charge   +1
Highest occupied orbital energy   -12.8 eV

***

(3)
Entry from the Open Molecules 2025 dataset: a gas-phase ion, C8H11N4 (charge +1) in a non-equilibrium geometry (ωB97M-V/def2-TZVPD).

Geometry (Å):
C (0.8945, -1.1251, 1.3176)
C (-0.4395, -0.6704, 1.0750)
C (1.9542, -0.8074, 0.4391)
C (0.6409, 0.5093, -0.8499)
C (-1.2042, 1.1557, -1.8686)
C (-1.6089, -1.0002, 1.8489)
C (3.3003, -1.4182, 0.6414)
C (-1.8010, 2.5390, -1.8170)
N (1.8018, 0.1340, -0.4365)
N (0.2422, 1.1213, -1.8660)
N (-1.7060, 0.3523, -0.6203)
N (-0.6267, 0.0204, -0.1113)
H (1.1269, -1.9223, 1.9862)
H (-1.6620, 0.5785, -2.7967)
H (-2.4558, -0.2582, 1.7117)
H (-1.4843, -1.1172, 2.9514)
H (-2.0011, -1.9631, 1.5818)
H (3.1714, -2.2710, 1.4198)
H (4.0116, -0.6201, 0.9293)
H (3.7942, -1.9267, -0.1622)
H (-1.2107, 3.2726, -2.2866)
H (-1.9274, 2.8246, -0.7505)
H (-2.8102, 2.5924, -2.3366)

Properties
Total charge   +1
Highest occupied orbital energy (spin up / spin down)   -13.9 / -13.9 eV

***

(4)
Entry from the Open Molecules 2025 dataset: a gas-phase ion, C8H11N4S (charge +1) in a non-equilibrium geometry (ωB97M-V/def2-TZVPD).

Geometry (Å):
C (-4.0819, 1.5295, 0.0054)
C (-4.5654, 0.2572, 0.0722)
C (-2.7328, 1.7360, -0.1921)
C (-1.6945, -1.7407, -0.1459)
C (2.7621, -1.5682, 0.0950)
C (2.2346, 0.6415, 1.1758)
C (1.9884, 0.5110, -1.2196)
C (1.9041, -0.3054, 0.1102)
N (-3.8516, -0.9030, 0.0487)
N (-1.5845, 1.7913, -0.3143)
N (-2.6282, -1.0155, -0.0091)
N (0.5562, -0.6539, 0.0965)
S (-0.0432, -2.0330, -0.2338)
H (-4.7302, 2.3695, 0.0448)
H (-5.6175, 0.2214, 0.2376)
H (3.7965, -1.3475, 0.5913)
H (2.4288, -2.4347, 0.8573)
H (3.0305, -1.9156, -0.8810)
H (1.4643, 1.3733, 1.0708)
H (2.3522, 0.2893, 2.1652)
H (3.1832, 1.0975, 1.0202)
H (1.6800, -0.1029, -2.0853)
H (1.2302, 1.2603, -1.3620)
H (2.9190, 0.9424, -1.1481)

Properties
Total charge   +1
Highest occupied orbital energy (spin up / spin down)   -12.0 / -13.7 eV
2S+1   3

***

(5)
Entry from the Open Molecules 2025 dataset: C8H11N5O in the gas phase in a non-equilibrium geometry (ωB97M-V/def2-TZVPD).

Geometry (Å):
C (-2.7207, -2.1988, -0.3398)
C (-1.1515, -0.9974, -1.7677)
C (0.5874, -0.3202, -3.0673)
C (0.7641, 0.3020, -0.9027)
C (1.5026, 0.5798, 1.5375)
C (1.1631, 1.8508, 2.2215)
C (2.0783, 2.4556, 2.9471)
C (-0.6603, -0.1399, -0.7656)
H (-3.2010, -3.2022, -0.4397)
H (-1.8542, -2.2402, 0.4222)
H (-3.4745, -1.4854, 0.0376)
H (-2.4370, -2.3533, -2.5150)
H (0.9533, -0.3548, -4.0916)
H (2.4994, 1.0025, -0.3171)
H (0.8090, -0.2388, 1.7466)
H (2.4754, 0.1704, 1.8532)
H (0.1616, 2.3438, 2.0910)
H (3.1199, 2.1564, 2.9866)
H (1.9007, 3.3276, 3.6407)
N (-2.2114, -1.8482, -1.6325)
N (-0.5838, -0.9711, -2.9585)
N (1.3106, 0.2594, -2.1188)
N (1.5862, 0.7472, 0.0716)
N (-1.4411, 0.0896, 0.3272)
O (-1.1763, 1.0652, 1.0337)

Properties
Highest occupied orbital energy   -8.5 eV

***

(6)
Entry from the Open Molecules 2025 dataset: a gas-phase ion, C8H11N6 (charge +1) in a non-equilibrium geometry (ωB97M-V/def2-TZVPD).

Geometry (Å):
C (3.4454, 0.4050, -1.0330)
C (4.0272, 1.1681, 0.0154)
C (2.6180, 0.3404, 1.6582)
C (-1.4235, 0.4085, 1.1314)
C (0.0383, -1.3424, 1.8199)
C (1.9422, -0.4756, 0.7173)
C (2.3947, -0.5137, -0.7336)
C (-3.5787, 0.7484, -0.9358)
N (3.4690, 1.2527, 1.2395)
N (-0.7804, -0.2889, 2.0088)
N (-1.3512, 0.1200, -0.1403)
N (1.0234, -1.3841, 0.9924)
N (1.8390, -1.2638, -1.6534)
N (-2.2320, 0.2663, -1.0708)
H (3.9643, 0.3633, -2.0052)
H (4.8134, 1.8934, -0.1829)
H (2.3516, 0.4329, 2.7423)
H (-2.0493, 1.1576, 1.5753)
H (-0.3502, -2.3557, 2.0518)
H (-3.7865, 1.5292, -1.7646)
H (-4.3432, -0.1150, -0.8659)
H (-3.5571, 1.2553, 0.0590)
H (2.2551, -1.1648, -2.6006)
H (1.3313, -2.0843, -1.3935)
H (-1.9406, -0.3123, -1.8991)

Properties
Total charge   +1
Highest occupied orbital energy (spin up / spin down)   -11.8 / -12.7 eV
2S+1   3

***

(7)
Entry from the Open Molecules 2025 dataset: C8H11NO2 in the gas phase in a non-equilibrium geometry (ωB97M-V/def2-TZVPD).

Geometry (Å):
C (-3.7397, 2.3291, 0.7919)
C (-2.6047, 2.2039, -0.0348)
C (-3.8408, 1.1829, 1.5692)
C (-2.0970, 0.9576, 0.3510)
C (-0.9223, 0.3572, -0.1451)
C (1.1025, -1.8346, -1.1812)
C (2.4620, -0.4790, 0.4894)
C (1.2374, -0.5365, -0.3620)
N (0.0389, -0.2845, 0.4502)
O (-0.0483, -0.6943, 1.6033)
O (-2.7680, 0.3375, 1.3867)
H (-4.4805, 3.1345, 0.8748)
H (-2.0991, 2.9293, -0.6896)
H (-4.3934, 1.1149, 2.5702)
H (-0.8022, 0.3725, -1.2705)
H (0.7429, -2.6222, -0.5308)
H (0.4311, -1.6802, -2.0645)
H (2.0672, -2.2004, -1.6259)
H (3.3666, -1.0640, 0.1908)
H (2.1366, -0.7291, 1.5123)
H (2.6850, 0.5588, 0.6753)
H (1.3470, 0.2025, -1.0997)

Properties
Highest occupied orbital energy (spin up / spin down)   -7.8 / -7.8 eV

***

(8)
Entry from the Open Molecules 2025 dataset: 2 unconnected molecules or ions with the total composition C8H11NO2S in a non-equilibrium geometry (ωB97M-V/def2-TZVPD).

Geometry (Å):
C (-1.5855, 0.8383, 0.3487)
C (-2.3913, 0.3698, 1.1022)
C (1.5274, -1.0084, 1.8520)
C (-0.4804, 1.4983, -0.2478)
C (-0.1685, 1.5530, -1.5089)
C (-3.4285, -0.2707, 1.8986)
C (1.9537, 2.6867, -1.3163)
C (1.0489, -3.2662, -1.2078)
N (1.4321, -1.8381, 0.9727)
O (1.4606, -0.3368, 2.8188)
O (0.9056, 2.1053, -2.0466)
S (2.2794, -2.1972, -0.3665)
H (0.3470, 1.7212, 0.4642)
H (-0.9638, 1.3232, -2.2819)
H (-4.2272, 0.4697, 2.1213)
H (-2.9406, -0.5625, 2.9241)
H (-3.8946, -1.1562, 1.4842)
H (1.6243, 3.1346, -0.2265)
H (2.3996, 3.3793, -1.9407)
H (2.6243, 1.9029, -0.9414)
H (1.4012, -3.4631, -2.1834)
H (0.1793, -2.6744, -1.0460)
H (0.8970, -4.2087, -0.6731)

Properties
Highest occupied orbital energy   -8.2 eV

***

| no. | M (u) |
| --- | --- |
| 1 | 163.2 |
| 2 | 163.2 |
| 3 | 163.2 |
| 4 | 195.3 |
| 5 | 193.2 |
| 6 | 191.2 |
| 7 | 153.2 |
| 8 | 185.2 |